The following is a DFT calculation (ωB97M-V/def2-TZVPD) of a single C25H32N4O3 molecule.

Results
* energy above the lowest of the compared OMol25 structures with the same formula, charge and spin: 0.5 kcal per mole
* electronic energy: -38550.398 eV
* LUMO energy: 0.022 hartree
* SMILES: CC[C@@H](C)[C@H](NC(=O)N1CC(=O)Nc2ccccc21)C(=O)N[C@@H](C)CCc1ccccc1

Cartesian coordinates (Å):
C  -2.8050  2.0513  -0.3180
H  -3.6199  2.6506  0.0826
H  -2.3971  2.5770  -1.1784
C  -3.3277  0.6708  -0.7032
H  -3.7119  0.1834  0.1951
H  -4.1640  0.7906  -1.3960
C  -2.3015  -0.2650  -1.3578
C  -1.8948  0.2050  -2.7549
H  -2.7663  0.1982  -3.4052
H  -1.4912  1.2162  -2.7590
H  -1.1580  -0.4783  -3.1677
C  -1.0991  -0.5353  -0.4437
N  -0.1368  0.5494  -0.4661
C  0.6735  0.8340  0.5700
O  0.6732  0.2052  1.6181
N  1.5211  1.9173  0.3932
C  1.6923  2.6318  -0.7975
C  1.8799  2.0244  -2.0351
C  2.0402  2.7964  -3.1730
C  2.0329  4.1787  -3.0871
C  1.8835  4.7958  -1.8576
C  1.7188  4.0314  -0.7113
N  1.5569  4.6240  0.5370
C  1.7273  3.9780  1.7239
O  1.6084  4.5420  2.7849
C  2.1158  2.5141  1.5699
H  3.2123  2.4593  1.5155
H  1.7836  1.9495  2.4439
H  1.3986  5.6228  0.5754
H  1.8872  5.8729  -1.7800
H  2.1534  4.7779  -3.9758
H  2.1778  2.3132  -4.1275
H  1.9151  0.9474  -2.1021
H  -0.1118  1.1146  -1.2975
H  -1.4478  -0.6528  0.5903
C  -0.3695  -1.8449  -0.8243
O  -0.5427  -2.4358  -1.8714
N  0.4868  -2.2264  0.1318
H  0.5876  -1.6404  0.9543
C  1.3681  -3.3694  0.0247
C  2.8095  -2.8855  -0.1455
H  3.4850  -3.7290  -0.2595
H  2.8901  -2.2558  -1.0284
H  3.1136  -2.3064  0.7242
C  1.2290  -4.2528  1.2670
H  2.0488  -4.9737  1.2780
H  1.3249  -3.6223  2.1533
C  -0.0964  -5.0213  1.3121
C  -1.3064  -4.1292  1.3475
C  -1.5307  -3.2835  2.4280
C  -2.6515  -2.4750  2.4723
C  -3.5731  -2.5083  1.4388
C  -3.3597  -3.3468  0.3588
C  -2.2333  -4.1493  0.3139
H  -2.0729  -4.7960  -0.5361
H  -4.0758  -3.3819  -0.4494
H  -4.4581  -1.8898  1.4799
H  -2.8103  -1.8224  3.3186
H  -0.8252  -3.2608  3.2461
H  -0.0954  -5.6530  2.2053
H  -0.1564  -5.6750  0.4397
H  1.0545  -3.9190  -0.8692
H  -2.7855  -1.2399  -1.4804
H  -2.0359  1.9791  0.4463